A structure of composition C49H68LaO7 in a non-equilibrium geometry. Source: the OMol25 dataset; level of theory: ωB97M-V/def2-TZVPD.

Geometry as XYZ:
```
125
C49H68LaO7, DFT ωB97M-V/def2-TZVPD
La 14.80543 14.61696 9.55065
C 11.63571 15.76972 8.15582
O 12.20535 15.31987 9.37399
C 11.36270 15.34783 10.49012
C 11.28445 16.43677 11.33310
C 12.13372 17.68276 11.20907
C 13.14853 17.67961 12.33289
C 12.87350 18.31017 13.57252
C 13.70700 18.26767 14.67820
C 14.88272 17.57049 14.49876
C 15.18902 16.91936 13.28668
C 16.49439 16.16514 13.24197
C 16.59756 14.68087 13.53105
C 17.70114 14.17212 14.24060
C 17.97648 12.80672 14.35637
C 17.17761 11.90064 13.70827
C 16.05937 12.35396 13.01250
C 15.33800 11.33174 12.06446
C 13.85910 11.26232 12.01177
C 13.15471 10.54432 12.95835
C 11.78800 10.43342 12.93335
C 11.10013 11.07758 11.88064
C 11.75542 11.83442 10.89459
C 10.94336 12.79678 10.01741
C 10.72528 14.15123 10.78609
C 9.90626 14.08999 11.92670
C 9.84246 15.17147 12.82888
C 10.50100 16.35140 12.45370
C 9.23631 14.98530 14.20911
C 8.76235 13.54061 14.43258
C 10.29368 15.32873 15.25884
C 7.97679 15.85469 14.36123
C 13.18522 11.88685 10.92755
O 13.80280 12.56740 10.00903
C 11.00130 9.62138 13.96322
C 11.43948 8.12348 13.92825
C 9.49018 9.71145 13.74785
C 11.23777 10.17654 15.33919
C 15.73821 13.71636 13.00251
O 14.58537 14.12437 12.34625
C 13.44565 14.25536 13.23195
C 19.29884 12.28956 14.92062
C 20.23382 11.79100 13.82940
C 19.04201 11.04732 15.77732
C 20.05661 13.31597 15.71965
C 14.38158 16.98989 12.13300
O 14.70546 16.56726 10.96278
C 13.26300 18.99271 16.00564
C 13.28946 20.52088 15.77735
C 14.19598 18.59523 17.17408
C 11.88081 18.57919 16.44978
H 11.43124 16.81819 8.22453
H 10.73829 15.18937 7.93216
H 12.43267 15.62962 7.38287
H 11.46570 18.56103 11.26844
H 12.73226 17.77113 10.30243
H 11.94292 18.86269 13.62636
H 15.60992 17.47552 15.31988
H 17.12229 16.60634 13.98665
H 16.92292 16.34028 12.23410
H 18.44399 14.88727 14.65843
H 17.39671 10.82680 13.69424
H 15.74455 10.36157 12.31710
H 15.62783 11.57411 11.00838
H 13.67842 10.18135 13.81177
H 9.99219 10.99725 11.87066
H 9.94171 12.39684 9.90040
H 11.35250 12.84014 9.02723
H 9.49007 13.13872 12.21167
H 10.49578 17.20507 13.11064
H 9.58027 12.85658 14.50214
H 8.01662 13.22744 13.69058
H 8.23435 13.55466 15.36569
H 11.15846 14.71206 15.14515
H 9.97815 15.20798 16.29709
H 10.63786 16.35127 15.09548
H 7.28557 15.56352 13.56436
H 8.12179 16.92800 14.26555
H 7.51584 15.72556 15.36669
H 11.16621 7.72126 12.96559
H 10.89690 7.58912 14.68038
H 12.51865 8.02331 14.07661
H 9.14286 9.24860 12.84188
H 9.17446 10.75338 13.67928
H 8.95179 9.20482 14.56560
H 12.28401 10.40106 15.56334
H 10.87316 9.47700 16.11601
H 10.66475 11.05544 15.50648
H 13.20952 13.31943 13.71186
H 12.60098 14.51109 12.62062
H 13.63173 15.05721 13.93306
H 19.78190 11.00967 13.28544
H 21.19503 11.51976 14.22728
H 20.43774 12.64641 13.15595
H 18.64182 10.19632 15.23000
H 18.34655 11.24414 16.59626
H 20.03346 10.77803 16.13683
H 20.43381 14.10493 15.08886
H 20.83076 12.81299 16.28036
H 19.41763 13.79079 16.49904
H 14.26244 20.86444 15.50511
H 12.92375 21.05598 16.66975
H 12.67413 20.73439 14.90044
H 15.25160 18.86604 16.99584
H 14.14426 17.52408 17.31448
H 13.84624 19.08678 18.05030
H 11.16970 18.71921 15.63835
H 11.55116 19.17456 17.28922
H 11.81258 17.53812 16.71185
O 17.31609 13.59054 9.54506
H 17.88270 13.71670 10.29682
H 17.54483 14.21738 8.85154
O 16.09513 12.32148 6.44732
H 16.68854 12.02719 7.16184
H 15.72476 13.21020 6.75007
C 16.21111 17.50194 8.19854
O 16.48338 16.07190 8.25696
C 15.30053 15.32636 7.27571
C 15.87191 15.55246 5.85712
H 16.59489 17.92864 7.24695
H 16.71475 17.96612 9.05409
H 15.13666 17.68505 8.34572
H 16.06557 16.60842 5.59806
H 15.23787 15.07546 5.12926
H 16.86159 14.99786 5.81242
```

Results
- Charge: -1
- HOMO energy: -2.21 eV
- Kohn-Sham gap: 4.34 eV
- LUMO level: 2.13 eV
- Total energy: -2466.2732 a.u.

Atomic partial charges in e from the Löwdin method, atoms 1 to 99: number 1, La, carries 2.017; number 2, C, carries -0.060; number 3, O, carries -0.262; number 4, C, carries -0.202; number 5, C, carries -0.136; number 6, C, carries -0.067; number 7, C, carries -0.118; number 8, C, carries -0.015; number 9, C, carries -0.180; number 10, C, carries -0.003; number 11, C, carries -0.153; number 12, C, carries -0.073; number 13, C, carries -0.101; number 14, C, carries 0.026; number 15, C, carries -0.176; number 16, C, carries -0.003; number 17, C, carries -0.076; number 18, C, carries -0.060; number 19, C, carries -0.169; number 20, C, carries -0.017; number 21, C, carries -0.184; number 22, C, carries 0.003; number 23, C, carries -0.113; number 24, C, carries -0.047; number 25, C, carries -0.088; number 26, C, carries 0.031; number 27, C, carries -0.143; number 28, C, carries 0.012; number 29, C, carries -0.538; number 30, C, carries -0.065; number 31, C, carries -0.029; number 32, C, carries -0.050; number 33, C, carries -0.331; number 34, O, carries -0.312; number 35, C, carries -0.549; number 36, C, carries -0.035; number 37, C, carries -0.074; number 38, C, carries -0.063; number 39, C, carries -0.193; number 40, O, carries -0.191; number 41, C, carries 0.011; number 42, C, carries -0.579; number 43, C, carries -0.049; number 44, C, carries -0.059; number 45, C, carries -0.075; number 46, C, carries -0.367; number 47, O, carries -0.255; number 48, C, carries -0.532; number 49, C, carries -0.045; number 50, C, carries -0.067; number 51, C, carries -0.073; number 52, H, carries 0.082; number 53, H, carries 0.095; number 54, H, carries 0.084; number 55, H, carries 0.129; number 56, H, carries 0.113; number 57, H, carries 0.102; number 58, H, carries 0.111; number 59, H, carries 0.095; number 60, H, carries 0.137; number 61, H, carries 0.116; number 62, H, carries 0.117; number 63, H, carries 0.107; number 64, H, carries 0.127; number 65, H, carries 0.112; number 66, H, carries 0.102; number 67, H, carries 0.108; number 68, H, carries 0.102; number 69, H, carries 0.085; number 70, H, carries 0.109; number 71, H, carries 0.058; number 72, H, carries 0.094; number 73, H, carries 0.076; number 74, H, carries 0.074; number 75, H, carries 0.092; number 76, H, carries 0.058; number 77, H, carries 0.087; number 78, H, carries 0.075; number 79, H, carries 0.090; number 80, H, carries 0.078; number 81, H, carries 0.063; number 82, H, carries 0.081; number 83, H, carries 0.076; number 84, H, carries 0.058; number 85, H, carries 0.093; number 86, H, carries 0.084; number 87, H, carries 0.090; number 88, H, carries 0.056; number 89, H, carries 0.097; number 90, H, carries 0.079; number 91, H, carries 0.095; number 92, H, carries 0.067; number 93, H, carries 0.079; number 94, H, carries 0.100; number 95, H, carries 0.072; number 96, H, carries 0.094; number 97, H, carries 0.078; number 98, H, carries 0.078; number 99, H, carries 0.076


A cluster of 2 separate species, C3H11N3 in total in a non-equilibrium geometry. Source: the OMol25 dataset; level of theory: ωB97M-V/def2-TZVPD.

Geometry as XYZ:
```
17
C3H11N3, DFT ωB97M-V/def2-TZVPD
C 1.22726 1.32427 2.75162
C 1.99220 0.26064 4.68077
N 1.40672 1.28532 4.17897
H 1.16434 0.31863 2.48180
H 1.88841 1.89253 2.12671
H 0.14157 1.65460 2.54655
H 2.50551 0.48437 5.66662
H 2.27933 -0.59417 4.04788
N -2.01833 -0.02050 -4.24334
C -1.61839 -0.36961 -2.88844
N -0.78273 -1.60815 -2.79701
H -2.29838 -1.00287 -4.52538
H -1.25037 0.23742 -4.82300
H -1.12941 0.47090 -2.21548
H -2.58138 -0.69344 -2.37381
H 0.29103 -1.63699 -2.75284
H -1.21737 -2.00295 -1.86161
```

Results
- 2S+1: 2
- Charge: +1
- HOMO energy (spin up / spin down): -11.44 / -11.43 eV
- Kohn-Sham gap (spin up / spin down): 7.35 / 1.75 eV
- LUMO level (spin up / spin down): -4.09 / -9.67 eV
- Total energy: -284.7123 a.u.
- Relative energy (zero: lowest compared OMol25 entry of this formula, charge and spin): 91.6 kcal per mole

How positive or negative is each atom? The natural (NBO) charges in e answer that: number 1, C, carries -0.446; number 2, C, carries -0.073; number 3, N, carries -0.385; number 4, H, carries 0.159; number 5, H, carries 0.216; number 6, H, carries 0.190; number 7, H, carries 0.203; number 8, H, carries 0.138; number 9, N, carries -0.641; number 10, C, carries -0.138; number 11, N, carries -0.391; number 12, H, carries 0.378; number 13, H, carries 0.389; number 14, H, carries 0.287; number 15, H, carries 0.235; number 16, H, carries 0.448; number 17, H, carries 0.431


The ion C3H7NOS with charge +1 in a non-equilibrium geometry. Source: the OMol25 dataset; level of theory: ωB97M-V/def2-TZVPD.

Geometry as XYZ:
```
13
C3H7NOS, DFT ωB97M-V/def2-TZVPD
C -0.21750 0.64779 -0.17410
C 1.05999 0.19491 0.52762
S 2.33523 1.44078 0.39768
C -1.24515 -0.46658 0.04507
N -1.54942 -1.20423 -1.06703
O -1.74972 -0.61679 1.12835
H -0.58267 1.57193 0.25888
H 0.02890 0.77091 -1.23074
H 0.90799 0.02781 1.59698
H 1.49204 -0.71385 0.10279
H 3.20711 0.93363 1.30037
H -2.32993 -1.83014 -0.94011
H -1.35686 -0.75617 -1.94576
```

Results
- 2S+1: 2
- Charge: +1
- HOMO energy (spin up / spin down): -13.94 / -13.92 eV
- Kohn-Sham gap (spin up / spin down): 9.67 / 4.56 eV
- LUMO level (spin up / spin down): -4.27 / -9.36 eV
- Total energy: -646.3655 a.u.
- Relative energy (zero: lowest compared OMol25 entry of this formula, charge and spin): 2.3 kcal per mole

How positive or negative is each atom? The natural (NBO) charges in e answer that: number 1, C, carries -0.518; number 2, C, carries -0.581; number 3, S, carries 0.728; number 4, C, carries 0.664; number 5, N, carries -0.807; number 6, O, carries -0.560; number 7, H, carries 0.261; number 8, H, carries 0.222; number 9, H, carries 0.303; number 10, H, carries 0.298; number 11, H, carries 0.163; number 12, H, carries 0.427; number 13, H, carries 0.400


A structure of composition C25H36N5S5Sb2Ti. Source: the OMol25 dataset; level of theory: ωB97M-V/def2-TZVPD.

Geometry as XYZ:
```
74
C25H36N5S5Sb2Ti, DFT ωB97M-V/def2-TZVPD
Ti -0.15182 0.82104 -2.77489
N -0.18888 -2.22196 -4.37597
C 0.52922 -3.08317 -3.56307
C -0.02177 -4.31625 -3.19600
C 0.69120 -5.21952 -2.43036
C 1.97234 -4.90808 -1.98463
C 2.51795 -3.67795 -2.31942
C 1.82450 -2.77140 -3.11123
S 2.53607 -1.22789 -3.57623
N 1.10072 -0.33371 -3.63571
C 0.05904 -0.82537 -4.39022
C -0.72491 0.04344 -5.17734
C -1.63144 -0.30066 -6.20836
C -2.27574 0.71782 -6.85956
C -2.06577 2.05828 -6.49082
C -1.25474 2.31527 -5.41102
N -0.64188 1.33455 -4.74276
H -1.16434 -2.46864 -4.46572
H -1.02646 -4.55748 -3.52635
H 0.23764 -6.16748 -2.16874
H 2.53150 -5.60850 -1.37778
H 3.50447 -3.40052 -1.96405
H -1.75174 -1.33313 -6.50922
H -2.94497 0.48898 -7.68110
H -2.57881 2.86775 -6.98835
H -1.12597 3.30815 -5.00123
S 0.58325 3.04779 -2.47946
Sb -1.55758 3.63788 -1.44518
S -1.86452 1.13330 -0.82758
S -2.30827 -0.07660 -2.44222
S -3.04966 4.09430 -3.08475
C -0.00355 -2.02373 -0.28402
C 1.09747 -1.02755 -0.29578
N 1.12648 0.12179 -0.93468
C 2.33531 0.71622 -0.63701
C 3.04081 -0.08359 0.20180
N 2.24495 -1.19105 0.40670
H -0.71249 -1.79943 -1.07934
H -0.53956 -1.97433 0.66621
H 0.39045 -3.03164 -0.42948
H 2.58749 1.67869 -1.04859
H 4.01173 0.02244 0.65203
H 2.45255 -1.98501 0.98593
C 1.57291 -1.08720 4.98376
C 0.27879 -0.28745 5.11151
C -0.78164 -1.08404 5.86239
Sb -0.40381 0.24794 3.11768
C 1.12535 1.74084 2.71818
C 0.63158 2.72092 1.65919
C 1.71641 2.46276 3.92414
C -2.09564 1.45170 3.75870
C -2.94918 1.89621 2.57459
C -1.76220 2.62762 4.66910
H 1.97959 -1.34945 5.96680
H 2.34670 -0.53690 4.44210
H 1.39626 -2.02283 4.44400
H 0.48220 0.63766 5.65636
H -1.06394 -1.98573 5.31061
H -1.69012 -0.50234 6.02985
H -0.41076 -1.40490 6.84236
H 1.91494 1.13560 2.26321
H -0.17903 3.35093 2.03551
H 0.27140 2.21260 0.76270
H 1.44014 3.38830 1.34235
H 0.97679 3.07795 4.43777
H 2.51970 3.13133 3.59447
H 2.14552 1.77807 4.65792
H -2.67262 0.71963 4.33568
H -2.41983 2.60855 1.93685
H -3.86042 2.39066 2.92789
H -3.24093 1.06066 1.93768
H -1.23350 3.40856 4.11890
H -1.14411 2.34048 5.52243
H -2.68084 3.07883 5.06085
```

Results
- Charge: -1
- HOMO energy (spin up / spin down): -3.54 / -3.54 eV
- Kohn-Sham gap (spin up / spin down): 5.74 / 5.74 eV
- LUMO level (spin up / spin down): 2.20 / 2.20 eV
- Total energy: -4569.1403 a.u.
- Relative energy (zero: lowest compared OMol25 entry of this formula, charge and spin): 0.0 kcal per mole

How positive or negative is each atom? The Löwdin charges in e answer that: number 1, Ti, carries 0.199; number 2, N, carries 0.110; number 3, C, carries -0.266; number 4, C, carries -0.039; number 5, C, carries -0.114; number 6, C, carries -0.126; number 7, C, carries -0.135; number 8, C, carries -0.468; number 9, S, carries 0.968; number 10, N, carries -0.461; number 11, C, carries -0.467; number 12, C, carries -0.303; number 13, C, carries -0.035; number 14, C, carries -0.084; number 15, C, carries -0.077; number 16, C, carries -0.168; number 17, N, carries -0.072; number 18, H, carries 0.126; number 19, H, carries 0.110; number 20, H, carries 0.095; number 21, H, carries 0.090; number 22, H, carries 0.099; number 23, H, carries 0.099; number 24, H, carries 0.099; number 25, H, carries 0.094; number 26, H, carries 0.053; number 27, S, carries -0.072; number 28, Sb, carries 0.272; number 29, S, carries -0.138; number 30, S, carries 0.105; number 31, S, carries -0.304; number 32, C, carries -0.019; number 33, C, carries -0.410; number 34, N, carries -0.006; number 35, C, carries -0.172; number 36, C, carries -0.107; number 37, N, carries 0.108; number 38, H, carries 0.022; number 39, H, carries 0.044; number 40, H, carries 0.071; number 41, H, carries 0.068; number 42, H, carries 0.107; number 43, H, carries 0.154; number 44, C, carries -0.182; number 45, C, carries -0.623; number 46, C, carries -0.172; number 47, Sb, carries 1.502; number 48, C, carries -0.572; number 49, C, carries -0.173; number 50, C, carries -0.144; number 51, C, carries -0.590; number 52, C, carries -0.180; number 53, C, carries -0.151; number 54, H, carries 0.071; number 55, H, carries 0.053; number 56, H, carries 0.064; number 57, H, carries 0.066; number 58, H, carries 0.067; number 59, H, carries 0.055; number 60, H, carries 0.070; number 61, H, carries 0.044; number 62, H, carries 0.057; number 63, H, carries 0.001; number 64, H, carries 0.084; number 65, H, carries 0.057; number 66, H, carries 0.076; number 67, H, carries 0.050; number 68, H, carries 0.062; number 69, H, carries 0.044; number 70, H, carries 0.075; number 71, H, carries 0.044; number 72, H, carries 0.060; number 73, H, carries 0.057; number 74, H, carries 0.073


Question: What is the charge in the first record?
Answer: -1


Question: The highest total energy belongs to which entry?
Answer: C3H11N3